Record 1
ORCA calculation (the ωB97M-V functional and the def2-TZVPD basis) on C10H15N3 in the gas phase.

Energy ... -554.06183 Ha
Energy above the lowest of the compared OMol25 structures with the same formula, charge and spin ... 152.0 kJ/mol
E_LUMO (spin up / spin down) ... 0.745 / -3.583 eV
Frontier orbital gap (spin up / spin down) ... 4.29 / 4.81 eV
<S²> ... 2.012
Multiplicity ... 3

Positions of all 28 atoms, in Å:
C (2.945, -0.080, 0.084)
C (2.722, -0.898, 1.192)
C (0.913, 0.244, 0.649)
C (-0.776, -1.553, 1.800)
C (0.589, -1.360, 2.425)
C (-0.577, 0.418, 0.555)
C (-0.375, 2.062, -1.293)
C (-2.465, 0.683, -1.225)
C (-0.344, -0.401, -1.784)
C (-0.930, 0.654, -0.992)
N (1.865, 0.667, -0.199)
N (-1.314, -0.801, 0.992)
N (1.442, -0.684, 1.456)
H (3.792, 0.129, -0.535)
H (3.193, -1.774, 1.562)
H (-1.361, -2.438, 2.161)
H (0.528, -0.687, 3.334)
H (1.076, -2.275, 2.804)
H (-0.924, 1.245, 1.123)
H (-0.253, 2.099, -2.443)
H (0.738, 2.178, -0.890)
H (-1.101, 2.803, -0.780)
H (-2.662, 0.909, -2.251)
H (-2.796, -0.264, -1.054)
H (-3.053, 1.398, -0.606)
H (-0.806, -1.379, -1.497)
H (0.696, -0.637, -1.819)
H (-0.761, -0.258, -2.770)

Record 2
ORCA calculation (the ωB97M-V functional and the def2-TZVPD basis) on a molecular structure, C34H29BrI2N6ORuSe.

Net charge ... +1
Energy ... -7382.22102 Ha
Energy above the lowest of the compared OMol25 structures with the same formula, charge and spin ... 231.2 kJ/mol
E_LUMO (spin up / spin down) ... -5.215 / -5.053 eV
Frontier orbital gap (spin up / spin down) ... 3.60 / 3.85 eV
<S²> ... 0.801
Multiplicity ... 2

Positions of all 75 atoms, in Å:
Ru (2.236, 1.000, -0.187)
Br (-7.143, -0.989, 3.638)
C (-5.884, -1.872, 2.567)
C (-5.391, -1.239, 1.430)
C (-4.448, -1.879, 0.652)
C (-3.984, -3.150, 1.029)
C (-4.508, -3.790, 2.159)
C (-5.459, -3.149, 2.926)
N (-2.974, -3.793, 0.342)
N (-2.546, -3.281, -0.745)
C (-1.510, -2.541, -0.951)
C (-1.286, -2.116, -2.327)
C (-0.314, -1.257, -2.672)
C (0.541, -0.685, -1.648)
O (1.461, 0.117, -1.899)
C (0.343, -1.118, -0.254)
N (1.200, -0.550, 0.609)
C (1.173, -0.937, 1.880)
C (0.304, -1.934, 2.316)
C (-0.596, -2.503, 1.435)
C (-0.596, -2.074, 0.103)
H (-5.748, -0.256, 1.160)
H (-4.067, -1.406, -0.243)
H (-4.157, -4.781, 2.412)
H (-5.876, -3.633, 3.798)
H (-1.970, -2.514, -3.065)
H (-0.162, -0.936, -3.693)
H (1.849, -0.425, 2.551)
H (0.325, -2.239, 3.353)
H (-1.276, -3.271, 1.772)
I (3.151, 2.594, 2.194)
C (4.455, 3.440, 0.762)
I (3.592, 3.199, -1.136)
H (5.398, 2.909, 0.801)
H (4.559, 4.498, 0.971)
C (5.087, -1.220, 2.809)
N (4.497, -2.158, 1.859)
C (4.190, -3.481, 2.123)
C (3.708, -4.005, 0.980)
N (3.733, -2.999, 0.032)
C (3.326, -3.163, -1.359)
C (4.214, -1.863, 0.577)
Se (4.493, -0.210, -0.264)
H (5.100, -1.695, 3.786)
H (4.495, -0.308, 2.838)
H (6.100, -0.967, 2.505)
H (4.349, -3.923, 3.090)
H (3.362, -4.997, 0.751)
H (3.723, -4.104, -1.734)
H (3.730, -2.331, -1.930)
H (2.240, -3.172, -1.437)
N (0.484, 1.912, -0.019)
C (-0.263, 2.603, -0.761)
C (0.219, 3.369, -1.968)
C (0.227, 4.760, -1.917)
C (0.769, 5.506, -2.953)
C (1.298, 4.869, -4.068)
C (1.273, 3.483, -4.140)
C (0.736, 2.739, -3.096)
C (-1.731, 2.716, -0.421)
C (-2.179, 2.363, 0.852)
C (-3.529, 2.369, 1.153)
C (-4.462, 2.721, 0.181)
C (-4.027, 3.080, -1.084)
C (-2.667, 3.084, -1.381)
H (-0.182, 5.260, -1.046)
H (0.776, 6.587, -2.894)
H (1.720, 5.449, -4.879)
H (1.668, 2.979, -5.014)
H (0.728, 1.657, -3.153)
H (-1.440, 2.088, 1.594)
H (-3.860, 2.108, 2.151)
H (-5.520, 2.721, 0.413)
H (-4.743, 3.362, -1.845)
H (-2.335, 3.367, -2.373)

Record 3
ORCA calculation (the ωB97M-V functional and the def2-TZVPD basis) on a molecular structure, C29H39N6O5STi.

Net charge ... -1
Energy ... -3081.03994 Ha
Energy above the lowest of the compared OMol25 structures with the same formula, charge and spin ... 88.8 kJ/mol
E_LUMO (spin up / spin down) ... 2.492 / 2.461 eV
Frontier orbital gap (spin up / spin down) ... 4.89 / 7.31 eV
<S²> ... 2.024
Multiplicity ... 3

Positions of all 81 atoms, in Å:
Ti (0.798, 0.918, 0.380)
O (-1.835, 3.849, 1.571)
C (-0.689, 3.335, 0.973)
O (-0.785, 2.103, 0.510)
C (0.559, 3.670, 1.735)
O (1.247, 2.430, 1.961)
C (2.621, 2.515, 2.321)
C (3.477, 1.727, 1.326)
O (4.688, 1.803, 1.412)
O (2.796, 1.033, 0.484)
H (-2.564, 3.364, 1.167)
H (1.237, 4.332, 1.185)
H (0.307, 4.143, 2.690)
H (2.954, 3.553, 2.355)
H (2.750, 2.071, 3.311)
N (0.634, -0.287, -3.671)
C (0.179, -1.494, -3.165)
C (-0.222, -2.656, -3.794)
C (-0.699, -3.691, -2.989)
C (-0.772, -3.540, -1.610)
C (-0.362, -2.366, -0.980)
C (0.137, -1.338, -1.767)
N (0.591, -0.072, -1.426)
C (0.876, 0.561, -2.604)
C (1.276, 1.887, -2.690)
C (1.555, 2.682, -3.813)
S (1.930, 4.288, -3.296)
C (1.679, 3.805, -1.660)
N (1.360, 2.573, -1.479)
H (0.941, -0.119, -4.610)
H (-0.180, -2.755, -4.872)
H (-1.023, -4.617, -3.448)
H (-1.154, -4.353, -1.004)
H (-0.424, -2.250, 0.093)
H (1.584, 2.403, -4.852)
H (1.792, 4.517, -0.857)
N (-2.608, 0.347, -1.475)
C (-3.817, 0.765, -2.174)
C (-3.584, 0.724, -3.687)
C (-2.975, 2.010, -4.240)
N (-1.888, 2.523, -3.414)
H (-2.516, -0.660, -1.441)
H (-2.526, 0.723, -0.540)
H (-4.047, 1.791, -1.873)
H (-4.693, 0.153, -1.919)
H (-4.526, 0.536, -4.211)
H (-2.921, -0.123, -3.896)
H (-3.773, 2.764, -4.296)
H (-2.658, 1.828, -5.274)
H (-1.096, 2.833, -3.959)
H (-1.565, 1.826, -2.750)
C (3.836, -1.797, 1.921)
C (2.573, -2.339, 1.250)
C (2.866, -3.665, 0.544)
C (1.442, -2.444, 2.253)
C (1.424, -3.491, 3.168)
C (0.434, -3.591, 4.130)
C (-0.560, -2.624, 4.172)
C (-0.584, -1.557, 3.283)
C (-1.704, -0.543, 3.421)
C (-2.560, -0.438, 2.159)
C (-1.188, 0.831, 3.858)
C (0.440, -1.449, 2.311)
N (0.485, -0.405, 1.413)
H (4.624, -1.633, 1.184)
H (4.205, -2.499, 2.676)
H (3.645, -0.841, 2.410)
H (2.272, -1.615, 0.494)
H (3.237, -4.420, 1.241)
H (3.632, -3.519, -0.221)
H (1.973, -4.060, 0.055)
H (2.208, -4.239, 3.129)
H (0.432, -4.413, 4.836)
H (-1.346, -2.695, 4.917)
H (-2.350, -0.920, 4.222)
H (-1.945, -0.108, 1.324)
H (-3.368, 0.285, 2.303)
H (-3.005, -1.404, 1.905)
H (-0.582, 1.279, 3.072)
H (-0.576, 0.746, 4.758)
H (-2.024, 1.504, 4.072)

Record 4
ORCA calculation (the ωB97M-V functional and the def2-TZVPD basis) on a molecular structure, C20H31F3MnNO7S3Si.

Net charge ... -1
Energy ... -4297.13266 Ha
Energy above the lowest of the compared OMol25 structures with the same formula, charge and spin ... 54.5 kJ/mol
E_LUMO (spin up / spin down) ... 2.477 / 2.478 eV
Frontier orbital gap (spin up / spin down) ... 7.78 / 7.80 eV
<S²> ... 1.114
Multiplicity ... 2

Positions of all 67 atoms, in Å:
Mn (0.239, -0.131, 0.093)
S (1.478, -2.535, 1.009)
C (0.514, -2.953, -0.301)
N (-0.197, -2.061, -0.958)
C (-0.934, -2.596, -1.989)
C (-1.748, -1.885, -2.868)
C (-2.429, -2.575, -3.855)
C (-2.308, -3.959, -3.981)
C (-1.489, -4.676, -3.123)
C (-0.804, -3.988, -2.134)
S (0.304, -4.589, -0.926)
H (-1.826, -0.810, -2.766)
H (-3.065, -2.032, -4.542)
H (-2.857, -4.476, -4.757)
H (-1.381, -5.749, -3.224)
C (-3.139, 2.697, 4.687)
C (-3.116, 3.312, 3.285)
C (-4.546, 3.546, 2.793)
C (-2.356, 4.638, 3.319)
O (-2.401, 2.477, 2.393)
Si (-2.639, 0.968, 1.804)
O (-1.417, 0.612, 0.865)
O (-2.933, -0.078, 3.066)
C (-2.118, -1.031, 3.738)
C (-2.013, -2.292, 2.884)
C (-0.731, -0.482, 4.084)
C (-2.853, -1.347, 5.040)
O (-4.086, 1.064, 1.030)
C (-4.794, 0.137, 0.220)
C (-3.898, -0.958, -0.363)
C (-5.408, 0.941, -0.927)
C (-5.884, -0.500, 1.083)
H (-3.682, 3.344, 5.378)
H (-2.117, 2.572, 5.050)
H (-3.618, 1.718, 4.651)
H (-5.055, 4.269, 3.433)
H (-5.097, 2.606, 2.794)
H (-4.522, 3.921, 1.769)
H (-2.826, 5.335, 4.016)
H (-2.339, 5.081, 2.322)
H (-1.327, 4.459, 3.634)
H (-1.514, -2.048, 1.948)
H (-3.010, -2.681, 2.660)
H (-1.432, -3.064, 3.388)
H (-0.124, -0.387, 3.190)
H (-0.217, -1.149, 4.777)
H (-0.831, 0.509, 4.531)
H (-3.873, -1.671, 4.822)
H (-2.902, -0.448, 5.658)
H (-2.337, -2.136, 5.591)
H (-2.988, -0.514, -0.764)
H (-4.424, -1.493, -1.154)
H (-3.601, -1.665, 0.414)
H (-4.604, 1.321, -1.560)
H (-5.972, 1.790, -0.537)
H (-6.070, 0.312, -1.525)
H (-5.415, -0.980, 1.943)
H (-6.443, -1.243, 0.511)
H (-6.577, 0.261, 1.450)
F (3.104, 0.737, -3.018)
C (3.080, 0.628, -1.688)
F (4.317, 0.831, -1.240)
F (2.720, -0.636, -1.381)
S (1.806, 1.739, -0.903)
O (0.601, 1.255, -1.574)
O (2.207, 3.080, -1.178)
O (1.870, 1.296, 0.489)

Q: Which value of multiplicity does entry 3 give?
A: 3

Q: The lowest <S²> belongs to which entry?
A: C34H29BrI2N6ORuSe

Q: The lowest <S²> belongs to which entry?
A: C34H29BrI2N6ORuSe